# 1
The following is a DFT calculation (ωB97M-V with the def2-TZVPD basis set) of a single C18H20N2O6 molecule in a non-equilibrium geometry.

- ΔE to the lowest compared entry with this formula, charge and spin: 342.4 kJ/mol
- Multiplicity: 1
- Frontier orbital gap: 8.44 eV
- Lowest unoccupied orbital energy: 0.558 eV
- SMILES: COc1ccc(OCC(=O)O/N=C(\N)c2ccc(OC)c(OC)c2)cc1
- Calculated total energy: -34253.143 eV

Cartesian coordinates (Å):
C1 -2.626168 -2.726377 -0.549351
H1 -3.678506 -2.811406 -0.281632
O1 -2.012074 -2.047810 0.520607
C2 -0.654699 -1.888094 0.485567
C3 -0.075348 -1.298250 1.609193
C4 1.281244 -1.079924 1.664994
C5 2.108348 -1.453398 0.603764
C6 1.535416 -2.061293 -0.501714
C7 0.166228 -2.268866 -0.564410
H2 -0.240409 -2.734793 -1.447408
H3 2.135726 -2.391910 -1.334736
O2 3.440671 -1.210812 0.787936
C8 4.333741 -1.179894 -0.306497
C9 5.027078 0.184959 -0.348911
O3 6.208993 0.347399 -0.220211
O4 4.228475 1.239316 -0.524665
N1 2.873105 0.927817 -0.833130
C10 2.012701 1.734005 -0.330485
N2 2.308345 2.765125 0.497462
H4 1.632110 3.490563 0.652783
H5 3.281722 2.997610 0.612296
C11 0.604921 1.441159 -0.626704
C12 0.237519 0.858281 -1.831416
C13 -1.087192 0.561997 -2.065221
C14 -2.081153 0.815729 -1.121211
C15 -1.712121 1.411514 0.101787
C16 -0.376935 1.713606 0.322009
H6 -0.079185 2.138035 1.266840
O5 -2.693083 1.678545 1.019798
C17 -2.322250 2.131962 2.297593
H7 -3.248861 2.175883 2.868393
H8 -1.628432 1.440892 2.785324
H9 -1.878132 3.132474 2.259834
O6 -3.328404 0.452271 -1.515011
C18 -4.404020 0.407890 -0.600443
H10 -5.224476 -0.050958 -1.152487
H11 -4.698155 1.407214 -0.274611
H12 -4.159513 -0.201986 0.270676
H13 -1.396918 0.113716 -2.996336
H14 0.992221 0.643844 -2.568768
H15 5.099485 -1.950092 -0.167585
H16 3.822728 -1.316144 -1.262591
H17 1.733390 -0.622875 2.531129
H18 -0.715670 -1.021708 2.432303
H19 -2.535449 -2.166098 -1.484855
H20 -2.207002 -3.729106 -0.679883

Forces on atoms 1 to 6 (eV/Å):
-0.048 -0.086 -0.119
0.047 -0.008 -0.070
0.073 0.165 0.203
0.158 -0.005 0.044
-0.139 -0.145 -0.159
0.236 -0.109 -0.155

***

# 2
The following is a DFT calculation (ωB97M-V with the def2-TZVPD basis set) of a single C18H20N4O molecule in a non-equilibrium geometry.

- ΔE to the lowest compared entry with this formula, charge and spin: 34.8 kJ/mol
- Multiplicity: 1
- Frontier orbital gap: 8.05 eV
- Lowest unoccupied orbital energy: -0.252 eV
- SMILES: Cc1ccc2cc(C#N)c(NCCNC(=O)C3CC3)nc2c1C
- Calculated total energy: -26999.188 eV

Cartesian coordinates (Å):
C1 -5.506810 -2.140752 0.390500
C2 -4.650276 -0.914121 0.336444
C3 -3.349056 -0.990742 -0.122057
C4 -2.557387 0.181972 -0.169328
N1 -1.292239 0.089033 -0.626806
C5 -0.534206 1.154964 -0.687282
N2 0.709495 1.036571 -1.207433
H1 1.319893 1.836869 -1.155757
C6 1.277709 -0.241638 -1.554818
H2 2.089287 -0.079014 -2.265716
H3 0.493573 -0.840694 -2.021656
C7 1.811005 -0.995243 -0.325539
N3 2.881202 -0.279491 0.327208
C8 4.187696 -0.589383 0.116384
O1 4.527562 -1.524622 -0.579955
C9 5.152003 0.301251 0.822533
C10 6.434812 -0.321759 1.313432
C11 6.463772 0.580524 0.132059
H4 6.600196 0.127869 -0.838063
H5 6.886564 1.568381 0.232662
H6 6.550558 -1.379904 1.136395
H7 6.837258 0.025668 2.252554
H8 4.713828 1.093311 1.416593
H9 2.639769 0.537004 0.864580
H10 2.221902 -1.955452 -0.643890
H11 0.993768 -1.156964 0.381408
C12 -0.991750 2.447574 -0.242269
C13 -2.279002 2.557451 0.224655
C14 -3.107235 1.420832 0.265944
C15 -4.435126 1.461360 0.727552
C16 -5.182247 0.318684 0.757102
H12 -6.202752 0.351762 1.110583
H13 -4.847678 2.405232 1.054109
H14 -2.656875 3.511639 0.566373
C17 -0.105358 3.536487 -0.271789
N4 0.666473 4.388019 -0.293072
C18 -2.759117 -2.290204 -0.572557
H15 -1.733070 -2.131623 -0.888236
H16 -3.329928 -2.702188 -1.403930
H17 -2.775878 -3.019512 0.236582
H18 -6.497293 -1.906739 0.771765
H19 -5.610209 -2.578100 -0.602086
H20 -5.054852 -2.894310 1.034835

Forces on atoms 1 to 6 (eV/Å):
0.026 0.021 -0.005
0.260 0.037 -0.082
-0.187 -0.026 0.057
-0.377 0.501 0.242
0.522 0.044 -0.154
-0.298 -0.006 0.026

***

# 3
The following is a DFT calculation (ωB97M-V with the def2-TZVPD basis set) of C18H20N4O3ReS2 as an isolated structure.

- ΔE to the lowest compared entry with this formula, charge and spin: 20.0 kJ/mol
- Multiplicity: 2
- Frontier orbital gap (alpha / beta): 6.79 / 6.86 eV
- Lowest unoccupied orbital energy (alpha / beta): -7.940 / -7.871 eV
- Calculated total energy: -54878.765 eV
- Charge: +2
- <S²>: 0.756

Cartesian coordinates (Å):
Re1 -0.284368 0.188513 -0.908521
C1 3.421662 -2.204283 -1.355162
C2 1.976623 -1.823584 -1.432947
N1 1.563772 -0.720540 -0.851990
N2 2.544724 -0.013502 -0.151702
C3 2.346159 1.247182 -0.060915
S1 0.917171 2.039781 -0.859161
S2 3.517152 2.243012 0.754413
C4 2.394198 3.301382 1.729429
C5 1.298141 2.561701 2.455863
C6 0.024612 3.122539 2.504113
C7 -0.978525 2.537905 3.272013
C8 -0.722635 1.363154 3.972131
C9 0.537935 0.771431 3.889255
C10 1.540848 1.369075 3.139143
C11 1.039352 -2.665673 -2.168727
C12 1.425278 -3.961144 -2.557967
C13 0.584808 -4.781777 -3.277995
C14 -0.671494 -4.323203 -3.665921
C15 -1.090184 -3.056913 -3.302676
C16 -0.251536 -2.253366 -2.551150
O1 -0.765986 -1.029811 -2.190897
H1 4.055568 -1.326293 -1.313014
H2 3.713800 -2.810371 -2.205017
H3 3.596804 -2.774725 -0.438573
H4 1.992713 4.105573 1.114563
H5 3.078306 3.764961 2.444136
H6 -0.172961 4.049079 1.976146
H7 -1.944367 3.023053 3.348455
H8 -1.485496 0.927157 4.605979
H9 0.749069 -0.133803 4.443429
H10 2.527074 0.922179 3.106713
H11 2.396178 -4.338725 -2.275760
H12 0.910349 -5.775721 -3.550060
H13 -1.323768 -4.953434 -4.254971
H14 -2.059135 -2.674964 -3.593712
C17 -4.623620 2.282612 -1.207706
O2 -4.074731 1.631632 -0.011959
C18 -2.895746 1.128685 -0.087994
O3 -2.155924 1.170457 -1.098061
N3 -2.465169 0.525377 1.041388
N4 -1.145848 0.013779 1.024743
H15 -5.589401 2.653643 -0.889881
H16 -4.724516 1.544774 -1.997663
H17 -3.965979 3.092916 -1.506477
H18 -2.999927 0.499291 1.897672
H19 -1.159122 -0.972286 1.297014
H20 -0.601859 0.513280 1.749982

Forces on atoms 1 to 6 (eV/Å):
-0.743 0.240 0.282
-0.006 -0.005 0.010
-0.076 0.033 -0.021
0.134 -0.157 -0.146
0.033 0.376 0.029
-0.078 -0.218 -0.180

***

# 4
The following is a DFT calculation (ωB97M-V with the def2-TZVPD basis set) of a single C18H20N4O3S molecule in a non-equilibrium geometry.

- ΔE to the lowest compared entry with this formula, charge and spin: 166.4 kJ/mol
- Multiplicity: 1
- Frontier orbital gap: 8.36 eV
- Lowest unoccupied orbital energy: 0.492 eV
- SMILES: CCOC(=O)Cc1csc(Nc2c(C)n(C)n(-c3ccccc3)c2=O)n1
- Calculated total energy: -41928.815 eV

Cartesian coordinates (Å):
C1 -2.001399 -0.421660 2.888806
C2 -1.874971 -1.384853 1.719900
H1 -2.002066 -0.867761 0.763920
H2 -2.605763 -2.195771 1.798622
O1 -0.562193 -1.952181 1.693347
C3 -0.440853 -3.270587 1.744040
O2 -1.338294 -4.049564 1.934183
C4 0.997298 -3.681430 1.457042
C5 1.113139 -3.623466 -0.033864
C6 0.990168 -4.666916 -0.891698
S1 1.044129 -4.117039 -2.533411
C7 1.220328 -2.478209 -1.901174
N1 1.257529 -2.402585 -0.620575
N2 1.372124 -1.412304 -2.733493
C8 1.049277 -0.154675 -2.180934
C9 1.882993 0.913173 -2.045453
N3 1.267572 1.886760 -1.306180
N4 -0.033014 1.456461 -1.053910
C10 -0.212647 0.156940 -1.533128
O3 -1.233333 -0.490764 -1.414453
C11 -0.806708 2.037458 -0.040111
C12 -2.193755 2.005107 -0.145871
C13 -2.968991 2.561840 0.854231
C14 -2.374820 3.166683 1.949494
C15 -0.994275 3.190530 2.056693
C16 -0.206852 2.620184 1.073520
H3 0.868056 2.605059 1.176135
H4 -0.525294 3.644501 2.917208
H5 -2.984262 3.609329 2.722548
H6 -4.044914 2.530136 0.772219
H7 -2.648347 1.529303 -0.998883
C17 1.496309 3.294449 -1.533040
H8 2.537046 3.524444 -1.311407
H9 1.278409 3.579141 -2.567759
H10 0.856928 3.873064 -0.869939
C18 3.259867 1.087773 -2.570707
H11 3.281517 1.827590 -3.371097
H12 3.611218 0.136765 -2.959939
H13 3.930690 1.418189 -1.780248
H14 1.121056 -1.573698 -3.699835
H15 0.866430 -5.707240 -0.674650
H16 1.680677 -2.962080 1.904448
H17 1.173133 -4.689796 1.826155
H18 -2.979808 0.049442 2.866453
H19 -1.884235 -0.951963 3.831247
H20 -1.239101 0.350221 2.821546

Forces on atoms 1 to 6 (eV/Å):
0.232 -0.336 -0.261
-0.676 0.138 0.032
0.035 -0.132 0.144
0.126 0.168 -0.055
0.239 0.370 0.071
0.224 -0.428 0.269

***

# 5
The following is a DFT calculation (ωB97M-V with the def2-TZVPD basis set) of C18H20N5O3OsS as an isolated structure in a non-equilibrium geometry.

- ΔE to the lowest compared entry with this formula, charge and spin: 0.0 kJ/mol
- Multiplicity: 1
- Frontier orbital gap: 5.55 eV
- Lowest unoccupied orbital energy: -12.588 eV
- Calculated total energy: -45856.745 eV
- Charge: +3

Cartesian coordinates (Å):
Os1 -0.451664 -0.863677 -0.101266
C1 1.037795 -4.605245 -5.584321
C2 0.410881 -3.490432 -4.812471
C3 1.091091 -2.884073 -3.740905
C4 0.531954 -1.825220 -3.061565
C5 -0.739099 -1.374500 -3.448252
C6 -1.442311 -1.953759 -4.501855
C7 -0.849148 -3.006071 -5.175482
S1 -1.478593 -0.156575 -2.534189
O1 -0.410108 0.532314 -1.718132
O2 -2.484540 0.609694 -3.149341
N1 -2.085464 -0.968795 -1.103401
C8 -2.893667 -0.178880 -0.238138
C9 -4.170501 0.309300 -0.305385
C10 -4.567516 1.084626 0.783492
C11 -3.695813 1.344339 1.835266
C12 -2.409018 0.825968 1.811895
N2 -2.050724 0.060025 0.777244
H1 1.912609 -5.015237 -5.086079
H2 1.347916 -4.236719 -6.565888
H3 0.320068 -5.404069 -5.769900
H4 2.087851 -3.224450 -3.489430
H5 1.134217 -1.269904 -2.336222
H6 -2.415689 -1.581442 -4.795529
H7 -1.370896 -3.459897 -6.008499
H8 -4.820818 0.108825 -1.145827
H9 -5.566421 1.501750 0.802189
H10 -4.007082 1.958851 2.668796
H11 -1.680002 1.011292 2.589004
N3 1.055326 0.499815 0.466928
H12 1.266921 0.432454 1.465133
H13 0.794313 1.475119 0.292910
H14 1.930883 0.360246 -0.043145
N4 -0.296181 -6.344776 4.415724
C13 -0.345249 -6.204447 3.081714
O3 -0.510633 -7.038307 2.233014
C14 -0.266325 -4.765068 2.559206
C15 0.474589 -4.580037 1.380439
C16 0.407182 -3.387272 0.733452
N5 -0.379101 -2.340683 1.178015
C17 -1.078349 -2.518970 2.343034
C18 -1.026927 -3.691573 3.039583
H15 -0.348196 -7.290226 4.773789
H16 -0.012712 -5.618681 5.050385
H17 1.047266 -5.407779 0.982238
H18 0.947779 -3.214903 -0.193105
H19 -1.694667 -1.696387 2.671785
H20 -1.607521 -3.799189 3.947633

Forces on atoms 1 to 6 (eV/Å):
-0.556 -0.019 -0.129
-0.018 0.020 -0.065
0.072 -0.045 0.021
0.019 -0.041 -0.043
0.103 0.032 0.054
0.078 -0.104 -0.003